Run w
Below is the molecule C5H9N, with properties calculated with wB97M-V/def2-TZVPD.

Each line ends with the Löwdin charge.
Element x y z (Å)
C (-0.182, -0.805, 1.288)  -0.19
C (1.152, -0.867, 0.514)  -0.15
C (-0.666, 0.510, 0.808)  -0.15
N (-0.404, 0.628, -0.500)  -0.25
C (-1.272, 1.109, -1.384)  -0.01
C (0.908, 0.002, -0.785)  -0.10
H (-0.864, -1.617, 0.969)  0.11
H (-0.082, -0.871, 2.374)  0.10
H (1.925, -0.409, 1.147)  0.11
H (1.478, -1.877, 0.263)  0.10
H (-1.262, 1.253, 1.307)  0.10
H (-2.309, 1.123, -1.074)  0.05
H (-0.959, 1.531, -2.326)  0.05
H (1.660, 0.792, -0.842)  0.12
H (0.878, -0.503, -1.760)  0.12

Results
total charge = 0
orbital gap (alpha / beta) = 0.2757 / 0.2757 hartree

***

Run x
Below is the molecule C5H9N, with properties calculated with wB97M-V/def2-TZVPD.

Each line ends with the Löwdin charge.
Element x y z (Å)
C (0.986, -1.241, -1.955)  0.01
C (1.064, -1.173, -0.641)  -0.13
C (0.233, -0.289, 0.227)  -0.39
N (0.232, -0.637, 1.563)  0.10
C (-0.534, 0.678, -0.264)  -0.13
C (-1.270, 1.610, 0.673)  -0.13
H (0.296, -0.617, -2.518)  0.06
H (1.617, -1.898, -2.539)  0.05
H (1.904, -1.554, -0.063)  0.10
H (-0.122, 0.011, 2.237)  0.08
H (0.851, -1.379, 1.836)  0.08
H (-0.835, 0.818, -1.293)  0.09
H (-0.667, 2.012, 1.498)  0.07
H (-2.173, 1.142, 1.077)  0.07
H (-1.583, 2.517, 0.162)  0.06

Results
total charge = 0
orbital gap = 0.3217 hartree

***

Q: Which of them is the least stable? A: run w.

***

Run w
Below is a structure of composition C3H7N2S, with properties calculated with wB97M-V/def2-TZVPD.

Each line ends with the Löwdin charge.
Element x y z (Å)
C (3.415, -1.128, -0.364)  0.25
C (-0.411, 0.577, 0.318)  -0.43
C (-2.371, -0.568, 0.335)  -0.07
N (2.940, -0.236, 0.188)  0.20
N (-1.520, 0.455, -0.272)  -0.14
S (0.853, 1.671, -0.422)  0.80
H (3.865, -1.945, -0.741)  0.09
H (0.764, 2.397, 0.655)  -0.09
H (-2.420, -1.357, -0.403)  0.08
H (-1.900, -0.993, 1.235)  0.09
H (-3.449, -0.295, 0.565)  0.12
H (-1.789, 1.034, -1.081)  0.16
H (2.023, 0.388, -0.012)  -0.06

Results
total charge = +1
orbital gap = 0.2706 hartree

***

Run x
Below is a cluster of 2 separate species, C3H7N2S in total, with properties calculated with wB97M-V/def2-TZVPD.

Each line ends with the Löwdin charge.
Element x y z (Å)
C (-0.899, 2.166, -0.177)  -0.54
C (1.221, -1.224, -0.008)  -0.17
C (1.523, -1.900, 1.067)  0.09
N (0.832, -0.491, -0.880)  0.08
N (-1.717, 1.110, -0.214)  0.10
S (0.657, 2.343, -0.721)  0.94
H (-1.522, 3.118, -0.147)  0.12
H (1.037, -2.740, 1.493)  0.08
H (2.242, -1.751, 1.798)  0.06
H (0.710, 0.913, -0.763)  -0.13
H (1.128, -0.722, -1.813)  0.13
H (-2.705, 1.237, -0.257)  0.12
H (-1.418, 0.157, -0.006)  0.12

Results
total charge = +1
orbital gap = 0.3350 hartree

***

Run y
Below is a cluster of 2 separate species, C3H7N2S in total, with properties calculated with wB97M-V/def2-TZVPD.

Each line ends with the Löwdin charge.
Element x y z (Å)
C (0.965, -1.067, -1.709)  -0.67
C (-0.275, 0.353, 0.936)  -0.08
C (-0.030, 1.741, 0.591)  -0.02
N (-1.352, -0.150, 1.362)  0.15
N (0.783, -1.422, -0.492)  0.05
S (1.709, -2.178, -2.826)  0.80
H (0.748, -0.142, -2.142)  0.04
H (-0.551, 2.239, 1.351)  0.09
H (1.059, 1.818, 0.446)  0.11
H (-0.373, 1.812, -0.452)  0.12
H (-2.250, 0.472, 1.463)  0.20
H (-1.417, -1.195, 1.624)  0.19
H (0.983, -2.282, -0.151)  0.02

Results
total charge = +1
orbital gap (alpha / beta) = 0.2607 / 0.2969 hartree

***

Run z
Below is a cluster of 2 separate species, C3H7N2S in total, with properties calculated with wB97M-V/def2-TZVPD.

Each line ends with the Löwdin charge.
Element x y z (Å)
C (2.136, 0.569, 0.274)  -0.51
C (-1.496, -0.536, -0.128)  -0.28
C (-1.923, -1.645, 0.232)  0.06
N (-1.118, 0.591, -0.565)  0.07
N (1.248, 1.488, 0.185)  0.13
S (1.954, -0.938, -0.446)  0.94
H (3.046, 0.833, 0.747)  0.10
H (-2.217, -1.836, 1.304)  0.13
H (-1.915, -2.377, -0.552)  0.10
H (0.505, -0.955, -0.599)  -0.06
H (-1.916, 1.284, -0.915)  0.18
H (1.388, 2.262, 0.720)  0.10
H (0.305, 1.262, -0.255)  0.05

Results
total charge = +1
orbital gap = 0.3657 hartree

***

Q: Which of them is the least stable? A: run y.

***

Run w
Below is a structure of composition C3H8NO2, with properties calculated with wB97M-V/def2-TZVPD.

Each line ends with the Löwdin charge.
Element x y z (Å)
C (1.597, -1.219, -1.311)  -0.09
C (0.525, -0.210, -0.011)  -0.28
C (-1.547, 0.841, 1.091)  -0.01
N (-0.608, 0.747, -0.014)  0.04
O (0.436, -1.544, -0.471)  0.04
O (1.489, 0.150, -0.966)  0.05
H (2.439, -1.884, -1.025)  0.16
H (1.485, -1.624, -2.308)  0.14
H (0.895, 0.307, 2.098)  0.23
H (-1.033, 1.028, 1.991)  0.05
H (-2.192, 1.714, 0.904)  0.13
H (-2.029, -0.158, 1.072)  0.14
H (-0.311, 1.678, -0.371)  0.22
H (-1.145, 0.175, -0.679)  0.19

Results
total charge = +1
orbital gap (alpha / beta) = 0.3522 / 0.3327 hartree

***

Run x
Below is the ion C3H8NO2 with charge +1, with properties calculated with wB97M-V/def2-TZVPD.

Each line ends with the Löwdin charge.
Element x y z (Å)
C (1.627, 0.084, -0.191)  -0.02
N (0.457, -0.311, 0.621)  0.08
C (-0.846, 0.377, 0.090)  -0.46
O (-0.702, 1.713, 0.101)  0.17
C (-1.462, -0.589, -0.804)  -0.04
O (-1.935, -0.464, 0.484)  0.07
H (2.327, 0.914, 0.138)  0.13
H (2.391, -0.797, -0.133)  0.14
H (1.398, 0.150, -1.228)  0.10
H (0.458, 0.027, 1.632)  0.21
H (0.432, -1.369, 0.685)  0.21
H (-0.815, 1.968, 1.025)  0.15
H (-2.286, -0.217, -1.448)  0.17
H (-1.042, -1.486, -0.972)  0.10

Results
total charge = +1
orbital gap = 0.4460 hartree

***

Q: Which of them is the least stable? A: run w.

***

Run w
Below is the molecule C7H17NO, with properties calculated with wB97M-V/def2-TZVPD.

Each line ends with the Löwdin charge.
Element x y z (Å)
C (-1.474, 1.606, -0.912)  -0.06
C (-1.229, 0.698, 0.288)  -0.39
N (-2.525, -0.026, 0.541)  0.04
C (-0.047, -0.288, 0.152)  -0.46
C (0.038, -1.175, 1.396)  -0.06
C (-0.141, -1.169, -1.093)  -0.04
C (1.274, 0.651, 0.075)  -0.37
C (2.559, -0.082, 0.467)  -0.05
O (1.450, 1.244, -1.193)  -0.05
H (-1.793, 1.025, -1.773)  0.08
H (-0.582, 2.166, -1.171)  0.07
H (-2.272, 2.299, -0.662)  0.08
H (-1.059, 1.309, 1.181)  0.14
H (-2.543, -0.530, 1.419)  0.06
H (-2.800, -0.614, -0.237)  0.06
H (-0.858, -1.786, 1.487)  0.07
H (0.136, -0.572, 2.297)  0.09
H (0.884, -1.855, 1.334)  0.08
H (-1.003, -1.830, -1.020)  0.08
H (-0.246, -0.577, -1.998)  0.08
H (0.748, -1.794, -1.183)  0.08
H (1.141, 1.499, 0.757)  0.15
H (2.582, -0.310, 1.527)  0.07
H (3.406, 0.567, 0.245)  0.08
H (2.677, -1.004, -0.101)  0.08
H (1.674, 0.548, -1.822)  0.09

Results
total charge = 0
orbital gap = 0.3552 hartree

***

Run x
Below is the molecule C7H17NO, with properties calculated with wB97M-V/def2-TZVPD.

Each line ends with the Löwdin charge.
Element x y z (Å)
C (2.722, -0.885, -0.105)  -0.13
C (1.974, 0.372, -0.496)  -0.19
C (0.259, 0.235, -0.702)  -0.30
C (-0.281, 1.594, -1.125)  -0.08
C (-0.139, -0.325, 0.621)  -0.28
C (-0.053, 0.561, 1.854)  -0.05
N (-1.709, -0.936, 0.487)  -0.18
C (-2.730, -0.206, -0.242)  -0.13
O (-1.577, -2.197, -0.241)  -0.09
H (2.660, -1.065, 0.972)  0.07
H (3.785, -0.797, -0.356)  0.07
H (2.330, -1.763, -0.627)  0.08
H (2.214, 1.202, 0.172)  0.10
H (2.286, 0.687, -1.497)  0.09
H (0.135, -0.506, -1.496)  0.13
H (-1.228, 1.484, -1.659)  0.06
H (-0.445, 2.265, -0.278)  0.08
H (0.403, 2.091, -1.819)  0.08
H (0.375, -1.266, 0.822)  0.11
H (0.608, 0.105, 2.599)  0.08
H (-1.034, 0.673, 2.326)  0.08
H (0.332, 1.559, 1.640)  0.07
H (-3.710, -0.683, -0.110)  0.08
H (-2.810, 0.817, 0.137)  0.08
H (-2.550, -0.175, -1.326)  0.07
H (-1.814, -2.839, 0.447)  0.09

Results
total charge = 0
orbital gap = 0.3454 hartree

***

Run y
Below is the molecule C7H17NO, with properties calculated with wB97M-V/def2-TZVPD.

Each line ends with the Löwdin charge.
Element x y z (Å)
C (2.571, 0.022, -0.689)  -0.06
C (1.251, -0.543, -0.145)  -0.41
N (1.362, -1.019, 1.232)  0.05
C (0.085, 0.465, -0.271)  -0.28
C (0.298, 1.696, 0.614)  -0.05
C (-1.291, -0.194, 0.052)  -0.60
C (-1.539, -1.424, -0.841)  -0.03
C (-2.428, 0.807, -0.185)  -0.03
O (-1.356, -0.569, 1.411)  -0.04
H (3.326, -0.763, -0.712)  0.07
H (2.437, 0.398, -1.700)  0.08
H (2.947, 0.831, -0.066)  0.07
H (1.007, -1.417, -0.758)  0.13
H (2.051, -1.761, 1.292)  0.09
H (1.673, -0.262, 1.832)  0.09
H (0.058, 0.782, -1.318)  0.14
H (-0.317, 2.522, 0.268)  0.08
H (1.332, 2.028, 0.591)  0.07
H (0.019, 1.469, 1.641)  0.08
H (-0.909, -2.256, -0.539)  0.08
H (-1.352, -1.189, -1.886)  0.09
H (-2.573, -1.740, -0.733)  0.08
H (-2.362, 1.629, 0.520)  0.08
H (-3.380, 0.310, -0.026)  0.08
H (-2.393, 1.193, -1.201)  0.09
H (-0.517, -1.017, 1.617)  0.06

Results
total charge = 0
orbital gap = 0.3786 hartree

***

Q: Which of them is the least stable? A: run x.

***

Run w
Below is a cluster of 2 separate species, C7H17NO in total, with properties calculated with wB97M-V/def2-TZVPD.

Each line ends with the Löwdin charge.
Element x y z (Å)
C (-1.322, -2.084, 0.146)  -0.02
C (-0.696, -0.812, -0.720)  -0.20
N (0.654, -1.111, -0.889)  -0.07
C (0.886, -1.796, -2.306)  0.03
C (1.813, -0.900, -0.191)  -0.58
C (1.910, -0.107, 0.969)  0.01
O (2.718, -1.381, -0.795)  0.03
H (-1.130, -2.247, 1.146)  0.04
H (-0.886, -2.969, -0.055)  0.03
H (-2.309, -1.837, 0.138)  0.03
H (-1.351, -0.774, -1.653)  0.13
H (-1.167, 0.128, -0.490)  0.05
H (0.338, -1.291, -3.079)  0.08
H (1.912, -2.138, -2.429)  0.09
H (0.369, -2.655, -2.315)  0.03
H (0.966, 0.027, 1.411)  0.06
H (2.640, -0.512, 1.691)  0.11
H (2.224, 0.908, 0.559)  0.13
C (-0.879, 2.148, 0.574)  -0.15
C (-0.952, 3.272, 1.699)  -0.11
H (-1.304, 1.252, 0.895)  0.01
H (-1.586, 2.418, -0.243)  0.08
H (0.189, 1.975, 0.220)  0.08
H (-1.249, 4.131, 1.226)  0.02
H (-0.013, 3.176, 2.042)  0.01
H (-1.775, 3.180, 2.449)  0.09

Results
total charge = 0
orbital gap = 0.3471 hartree

***

Run x
Below is a structure of composition C7H17NO, with properties calculated with wB97M-V/def2-TZVPD.

Each line ends with the Löwdin charge.
Element x y z (Å)
C (-0.125, 0.195, 0.433)  -0.53
C (-0.502, 0.062, -1.429)  -0.31
C (1.295, 0.444, 0.174)  -0.09
C (2.072, 0.522, 1.813)  -0.17
C (-0.898, 1.358, 1.023)  -0.04
C (0.011, -1.249, -1.997)  -0.11
C (-2.014, 0.144, -1.565)  -0.12
N (-0.399, -1.004, 1.112)  0.10
O (2.057, -0.735, 2.463)  -0.11
H (1.782, -1.420, 1.837)  0.06
H (-0.052, 0.905, -1.961)  0.11
H (0.188, -1.789, 0.856)  0.09
H (-1.360, -1.130, 1.396)  0.10
H (1.835, -0.408, -0.222)  0.09
H (1.506, 1.394, -0.303)  0.11
H (1.593, 1.261, 2.465)  0.09
H (3.112, 0.829, 1.661)  0.09
H (-1.968, 1.161, 0.986)  0.07
H (-0.622, 1.493, 2.068)  0.08
H (-0.686, 2.277, 0.483)  0.09
H (-0.339, -1.404, -3.022)  0.08
H (-2.505, -0.583, -0.914)  0.07
H (1.099, -1.293, -2.024)  0.06
H (-0.360, -2.094, -1.410)  0.07
H (-2.328, -0.075, -2.591)  0.07
H (-2.392, 1.139, -1.332)  0.06

Results
total charge = 0
orbital gap = 0.3191 hartree

***

Q: Which of them is the least stable? A: run w.

***

Run w
Below is a cluster of 2 separate species, C5H16NS2 in total, with properties calculated with wB97M-V/def2-TZVPD.

Each line ends with the Löwdin charge.
Element x y z (Å)
C (-1.503, 2.251, 1.843)  -0.04
C (-1.035, 0.819, 1.664)  -0.40
C (-2.090, -0.213, 2.019)  -0.04
N (-0.653, 0.611, 0.213)  0.18
H (-0.726, 2.975, 1.596)  0.09
H (-2.378, 2.453, 1.222)  0.10
H (-1.788, 2.408, 2.880)  0.10
H (-0.102, 0.653, 2.205)  0.15
H (-2.999, -0.035, 1.443)  0.10
H (-2.348, -0.113, 3.072)  0.10
H (-1.738, -1.232, 1.865)  0.09
H (0.032, 1.296, -0.097)  0.15
H (-0.225, -0.328, 0.050)  0.07
H (-1.468, 0.693, -0.402)  0.17
C (0.944, -1.660, -3.091)  -0.17
C (2.071, -1.088, -2.243)  -0.58
S (1.808, -1.584, -0.497)  0.43
S (2.940, -0.200, 0.561)  0.33
H (-0.008, -1.194, -2.835)  0.06
H (0.860, -2.739, -2.965)  0.08
H (1.146, -1.471, -4.145)  0.08
H (2.106, 0.000, -2.286)  0.06
H (3.046, -1.463, -2.548)  0.07
H (4.109, -0.840, 0.475)  -0.18

Results
total charge = +1
orbital gap = 0.3577 hartree

***

Run x
Below is a cluster of 2 separate species, C5H16NS2 in total, with properties calculated with wB97M-V/def2-TZVPD.

Each line ends with the Löwdin charge.
Element x y z (Å)
C (-0.972, 1.112, -0.836)  -0.12
C (-0.619, 0.215, -2.031)  -0.26
C (-1.912, -0.108, -2.784)  -0.10
N (0.379, 1.367, -0.025)  0.16
H (-1.361, 2.057, -1.149)  0.12
H (-1.647, 0.612, -0.173)  0.10
H (-0.064, -0.763, -1.740)  0.14
H (0.026, 0.764, -2.710)  0.11
H (-2.718, -0.325, -2.055)  0.09
H (-2.190, 0.847, -3.307)  0.10
H (-1.815, -0.942, -3.474)  0.08
H (0.730, 0.454, 0.330)  0.03
H (1.067, 1.821, -0.625)  0.16
H (0.236, 1.977, 0.770)  0.14
C (0.391, -2.750, 0.787)  -0.40
S (0.019, -1.215, 1.738)  0.43
S (1.856, -0.813, 2.524)  0.46
C (1.841, 0.917, 3.098)  -0.47
H (1.365, -2.566, 0.303)  0.04
H (0.383, -3.649, 1.399)  0.04
H (-0.427, -2.770, 0.065)  0.03
H (0.769, 1.148, 3.354)  0.04
H (2.411, 0.854, 4.052)  0.04
H (2.253, 1.754, 2.487)  0.04

Results
total charge = +1
orbital gap = 0.3113 hartree

***

Q: Which of them is the least stable? A: run x.